# 1
64
Properties=species:S:1:pos:R:3 method="wB97M-V/def2-TZVPD" max_force_ha_per_bohr=0.029 charge=0 lumo_energy_ev=-1.246 e_homo_ev=-10.04
C 2.260 5.158 1.518
C 1.946 4.582 0.140
O 3.062 4.680 -0.721
C 1.520 3.107 0.315
O 1.843 2.362 -0.887
N 2.387 1.121 -0.631
C 1.545 0.093 -0.481
N 0.224 0.240 -0.594
C -0.420 -0.896 -1.346
C -1.913 -0.795 -1.622
C -2.630 0.518 -1.420
O -2.693 0.851 -0.042
C -3.730 1.745 0.270
C -3.219 2.989 0.989
F -1.914 3.197 0.803
F -3.846 4.084 0.529
F -3.443 2.954 2.300
C -0.113 -2.171 -0.529
C -0.724 -2.164 0.861
C -0.212 -1.449 1.940
C -0.854 -1.549 3.160
C -1.994 -2.330 3.257
N -2.509 -3.023 2.253
C -1.864 -2.937 1.091
C 1.409 -2.348 -0.580
C 1.892 -3.525 0.262
S 3.659 -3.796 0.164
O 4.152 -3.130 -1.007
O 3.921 -5.194 0.323
N 2.133 -1.113 -0.184
P 4.183 0.927 -0.567
O 4.504 1.959 -1.750
Cl 4.646 2.138 1.036
H 2.747 6.124 1.423
H 2.944 4.481 2.031
H 1.359 5.230 2.123
H 1.109 5.127 -0.292
H 3.843 4.829 -0.182
H 0.449 3.069 0.467
H 2.030 2.659 1.162
H -0.033 1.164 -0.929
H 0.141 -0.989 -2.276
H -2.052 -1.049 -2.673
H -2.465 -1.553 -1.084
H -3.629 0.382 -1.837
H -2.171 1.328 -2.010
H -4.258 2.093 -0.615
H -4.436 1.247 0.933
H -0.569 -2.998 -1.076
H 0.657 -0.813 1.870
H -0.485 -1.027 4.031
H -2.512 -2.390 4.206
H -2.272 -3.513 0.271
H 1.680 -2.598 -1.604
H 1.474 -4.440 -0.155
H 1.566 -3.445 1.299
H 4.138 -3.177 1.274
H 2.414 -1.130 0.788
H 3.966 1.789 -2.535
B -3.794 -3.354 -2.710
F -3.236 -3.252 -3.989
F -4.675 -4.416 -2.616
F -2.718 -3.532 -1.778
F -4.419 -2.133 -2.366

***

# 2
67
Properties=species:S:1:pos:R:3 method="wB97M-V/def2-TZVPD" max_force_ha_per_bohr=0.118 charge=+1 lumo_energy_ev=-4.234 e_homo_ev=-12.63
N 3.692 2.283 -2.259
H 3.056 1.548 -1.983
H 3.978 2.730 -1.400
H 3.090 2.910 -2.775
H 4.514 1.975 -2.757
N -0.691 3.893 -0.623
H -0.539 3.091 -1.217
H -0.963 3.657 0.321
H -1.413 4.472 -1.028
H 0.250 4.244 -0.516
C -0.003 -0.203 -0.800
C 0.830 0.642 -1.789
O 1.974 0.419 -2.091
O 0.256 1.715 -2.094
H -0.497 -0.975 -1.391
H -0.750 0.424 -0.314
H 0.624 -0.543 0.024
C -1.584 -3.019 0.766
C -0.187 -3.120 1.267
O 0.047 -4.507 1.257
C -1.155 -5.214 1.292
O -1.305 -6.374 1.522
O -2.105 -4.314 1.080
F -0.137 -2.676 2.468
H -1.581 -2.826 -0.306
H -2.168 -2.227 1.235
H 0.442 -2.508 0.620
C 0.643 -0.049 -4.788
C 1.050 -1.471 -4.582
O 1.158 -1.943 -5.907
C 0.459 -1.128 -6.734
O 0.339 -1.319 -7.943
O -0.028 -0.118 -6.046
F -0.016 -2.121 -4.126
H 1.509 0.613 -4.801
H -0.066 0.372 -4.075
H 1.850 -1.566 -3.847
C -0.124 0.932 4.333
C 0.720 2.148 3.992
O 0.238 2.520 2.736
C -0.892 1.920 2.452
O -1.577 2.055 1.458
O -1.174 1.078 3.412
F 2.025 1.880 3.881
H -0.462 0.887 5.368
H 0.367 -0.013 4.098
H 0.630 3.002 4.663
C -4.099 -0.155 1.123
C -4.864 0.897 0.333
O -6.028 0.238 -0.006
C -5.844 -1.103 0.081
O -6.631 -2.028 -0.264
O -4.613 -1.297 0.579
F -4.155 1.144 -0.743
H -4.346 -0.271 2.178
H -3.033 0.027 0.982
H -5.048 1.780 0.946
C 4.136 0.394 2.290
C 2.934 0.054 1.463
O 2.352 -0.849 2.400
C 3.195 -1.333 3.271
O 2.846 -2.068 4.188
O 4.399 -0.777 3.049
F 3.237 -0.594 0.256
H 4.002 1.240 2.964
H 4.976 0.650 1.644
H 2.258 0.873 1.217

***

# 3
59
Properties=species:S:1:pos:R:3 method="wB97M-V/def2-TZVPD" multiplicity=2 max_force_ha_per_bohr=0.005 charge=0 lumo_energy_ev="-2.045 / -2.028" e_homo_ev="-8.08 / -8.41"
Ir -0.690 -0.755 -0.669
Se 3.232 -2.265 -2.254
Te 1.556 -3.176 -3.656
Te -0.928 -2.316 -2.658
Se -0.018 -4.688 -2.365
C -2.791 1.986 0.769
C -1.653 1.423 1.553
C -1.293 1.910 2.795
C -0.275 1.273 3.504
C 0.330 0.135 3.020
C -0.109 -0.362 1.783
N -1.020 0.348 1.067
N 0.221 -1.482 1.089
Si 1.294 -2.684 1.801
C 3.030 -1.986 1.872
C 0.677 -3.117 3.522
C 1.284 -4.268 0.840
H -3.066 2.974 1.135
H -3.655 1.324 0.848
H -2.563 2.034 -0.289
H -1.810 2.765 3.205
H 0.030 1.668 4.465
H 1.104 -0.369 3.576
H 3.089 -1.063 2.452
H 3.368 -1.765 0.857
H 3.727 -2.704 2.311
H 0.857 -2.359 4.284
H 1.180 -4.032 3.846
H -0.396 -3.323 3.503
H 1.723 -4.163 -0.150
H 0.274 -4.667 0.734
H 1.876 -5.000 1.397
C -1.211 2.263 -2.728
P -0.134 0.975 -2.039
C 0.854 0.567 -3.506
C 1.029 1.866 -0.968
C 2.274 1.306 -0.686
C 3.114 1.905 0.240
C 2.715 3.059 0.899
C 1.475 3.620 0.626
C 0.634 3.026 -0.303
H -1.880 2.693 -1.992
H -1.829 1.817 -3.502
H -0.581 3.049 -3.148
H 1.320 1.473 -3.895
H 0.195 0.156 -4.274
H 1.631 -0.154 -3.254
H 2.583 0.386 -1.170
H 4.078 1.462 0.453
H 3.370 3.522 1.625
H 1.158 4.518 1.140
H -0.333 3.469 -0.502
F -3.208 -0.486 -1.140
P -4.196 -0.325 -2.469
F -4.192 1.272 -2.228
F -5.087 -0.167 -3.777
F -4.081 -1.921 -2.679
F -2.820 -0.153 -3.382
F -5.466 -0.495 -1.525

***

# 4
47
Properties=species:S:1:pos:R:3 method="wB97M-V/def2-TZVPD" max_force_ha_per_bohr=0.011 charge=0 lumo_energy_ev=0.754 e_homo_ev=-8.34
C -5.119 -0.122 -1.191
S -4.637 1.627 -1.145
C -2.876 1.425 -1.591
C -2.172 2.770 -1.615
C -0.671 2.586 -1.855
N -0.062 1.794 -0.801
C 0.256 2.581 0.375
C 0.625 1.657 1.530
C 1.798 0.762 1.139
C 1.537 0.029 -0.184
C 2.827 -0.672 -0.664
O 3.872 0.207 -0.997
C 0.410 -1.020 -0.057
C 0.698 -2.126 0.914
C 0.409 -2.018 2.270
C 0.697 -3.042 3.155
C 1.278 -4.214 2.701
C 1.557 -4.363 1.354
C 1.262 -3.325 0.491
F 1.527 -3.501 -0.825
C 1.112 1.062 -1.239
H -4.530 -0.681 -0.469
H -4.969 -0.515 -2.193
H -6.171 -0.168 -0.928
H -2.414 0.777 -0.846
H -2.834 0.943 -2.569
H -2.346 3.279 -0.666
H -2.590 3.393 -2.407
H -0.537 2.056 -2.802
H -0.191 3.574 -1.954
H 1.093 3.277 0.174
H -0.617 3.176 0.649
H 0.892 2.254 2.405
H -0.245 1.054 1.789
H 2.679 1.400 1.019
H 2.012 0.042 1.933
H 2.620 -1.226 -1.582
H 3.159 -1.384 0.104
H 4.175 0.651 -0.197
H -0.499 -0.497 0.236
H 0.246 -1.452 -1.046
H -0.061 -1.118 2.637
H 0.464 -2.926 4.203
H 1.505 -5.014 3.389
H 1.995 -5.268 0.964
H 1.963 1.735 -1.440
H 0.873 0.540 -2.169

***

Which of these has the highest charge? C17H26F5N2O17

***

Which of these has the highest charge? C17H26F5N2O17